Record 1
C3H4LiO3Rb as an isolated structure. Source: the OMol25 dataset; level of theory: the ωB97M-V functional and the def2-TZVPD basis.

Geometry as XYZ:
```
12
Properties=species:S:1:pos:R:3
O -1.8299 -0.9643 -0.2095
C -0.7617 -1.6248 -0.0898
O 0.2713 -1.0284 0.6057
H -0.0897 0.9860 -1.2168
H -0.8411 0.5344 1.4068
C 0.1380 0.3924 0.9073
Rb 3.1964 -0.2360 -1.6132
C 0.5217 1.2011 -0.3162
O -0.4901 -2.7120 -0.5987
Li -2.0392 0.7862 -0.7050
H 1.0620 2.0560 0.1267
H 0.8624 0.6095 1.7028
```

Properties
LUMO   -0.91 eV
Kohn-Sham gap   4.98 eV
Relative energy (zero: lowest compared OMol25 entry of this formula, charge and spin)   0.000 eV
Total charge   0

Record 2
C17H17BrCeIN2O9S as an isolated structure. Source: the OMol25 dataset; level of theory: the ωB97M-V functional and the def2-TZVPD basis.

Geometry as XYZ:
```
49
Properties=species:S:1:pos:R:3
I -0.4717 -1.5936 2.6005
O -2.1293 1.9208 2.1335
C -3.9999 -1.5451 0.3777
N -0.0607 0.3806 -2.5210
H -1.4278 -0.9131 -3.5371
H 0.8626 0.3894 -4.4499
H -4.2495 -2.0872 -0.5273
O -1.3881 2.9374 0.0638
O 0.2525 -1.7828 -0.8477
O 0.8198 2.8168 -1.2282
O 3.2370 0.9213 -3.7196
C -1.0719 -0.6724 -2.5181
S -1.1843 1.8309 1.0297
O -0.7760 -3.0482 -2.3729
H 2.4177 1.0186 3.2148
H -0.0214 2.9733 -0.6810
C 2.6351 -0.4742 1.6621
C -3.2258 -0.2801 2.6703
C 2.4235 0.5267 -2.8843
C 3.6888 -0.5236 3.9063
C -4.8909 -0.6802 0.9921
C 4.2947 -1.7209 3.6040
C 4.1013 -2.3375 2.3889
C 3.2791 -1.7167 1.4538
H 3.1312 -2.2332 0.5075
H 3.8304 -0.0648 4.8775
H -0.9233 1.7431 -3.9169
H 4.5714 -3.2882 2.1689
C -0.6127 1.6895 -2.8512
H -5.8760 -0.5124 0.5801
H 1.1200 -1.0678 -3.4671
H -1.9238 -0.3650 -1.9000
H -5.1684 0.6039 2.6911
O 0.2219 1.8605 1.5019
Br 5.4293 -2.5523 4.9334
C -2.4219 -1.1340 1.9325
O -1.3416 0.5416 0.2981
H -0.0673 3.7759 -2.8231
C 2.8856 0.0745 2.9415
H -2.8812 0.1847 3.5766
C 0.4048 2.8092 -2.5739
O 2.5736 0.4444 -1.6378
H -1.4843 1.8769 -2.2089
H 1.3051 2.6873 -3.1881
N -2.7979 -1.7823 0.8674
C 1.0367 0.0228 -3.4230
C -4.4979 -0.0603 2.1695
Ce 0.8509 0.3815 -0.0129
C -0.4795 -1.9756 -1.8531
```

Properties
LUMO (spin up / spin down)   4.07 / 4.07 eV
Kohn-Sham gap (spin up / spin down)   5.89 / 6.68 eV
Relative energy (zero: lowest compared OMol25 entry of this formula, charge and spin)   0.889 eV
Total charge   -2
2S+1   2

Record 3
One molecule with the formula C2H4O4. Source: the OMol25 dataset; level of theory: the ωB97M-V functional and the def2-TZVPD basis.

Geometry as XYZ:
```
10
Properties=species:S:1:pos:R:3
O 0.9785 1.0626 0.3595
O 1.0804 -2.0184 -0.7000
O -1.1377 0.7357 -0.4652
H 0.6819 -0.3179 -1.8702
C 0.7280 -0.9117 -1.0215
H 0.1812 -1.3679 1.3416
H 0.5020 1.6704 0.8529
O -0.3431 -0.5265 1.2713
H -1.1519 1.6935 -0.3765
C -0.0094 0.1570 0.1196
```

Properties
SMILES string   O=CC(O)(O)O
LUMO   0.42 eV
Kohn-Sham gap   10.30 eV
Relative energy (zero: lowest compared OMol25 entry of this formula, charge and spin)   2.008 eV
Total charge   0

Number 1: F_max 1.86 eV/Å, energy -10177.4060 eV, molar mass 180.47 g mol⁻¹. Number 2: F_max 5.75 eV/Å, energy -141225.8754 eV, molar mass 772.32 g mol⁻¹. Number 3: F_max 5.44 eV/Å, energy -10327.3916 eV, molar mass 92.05 g mol⁻¹.